Here is 2 unconnected molecules or ions with the total composition C9H11O2 at a distorted geometry from the OMol25 dataset. Energies are from ωB97M-V/def2-TZVPD.

Each atom is followed by the atoms it is bonded to, with distances in Å.
Positions of all 22 atoms, in Å:
1 O 1.272 1.660 0.071  C5 1.258
2 O 0.063 2.250 -1.741  C5 1.237
3 C -0.118 -1.545 -1.598  C10 1.399, C11 1.380, H16 1.083
4 C -1.815 -2.600 -0.248  C7 1.421, C10 1.370, H12 1.078
5 C 0.773 2.470 -0.752  O1 1.258, O2 1.237, C6 1.577
6 C 0.962 3.980 -0.339  C5 1.577, H13 1.093, H14 1.090, H18 1.079
7 C -1.203 -2.064 0.917  C4 1.421, C9 1.373, H22 1.088
8 C 0.523 -0.818 2.097  C9 1.501, H15 1.112, H17 1.086, H21 1.095
9 C -0.075 -1.288 0.804  C7 1.373, C8 1.501, C11 1.413
10 C -1.259 -2.346 -1.474  C3 1.399, C4 1.370, H20 1.093
11 C 0.489 -1.036 -0.467  C3 1.380, C9 1.413, H19 1.100
12 H -2.798 -3.026 -0.132  C4 1.078
13 H 0.948 4.503 -1.299  C6 1.093
14 H 0.038 4.173 0.207  C6 1.090
15 H 0.515 0.293 2.039  C8 1.112
16 H 0.494 -1.413 -2.482  C3 1.083
17 H -0.070 -0.932 3.001  C8 1.086
18 H 1.892 4.188 0.165  C6 1.079
19 H 1.269 -0.273 -0.603  C11 1.100
20 H -1.837 -2.661 -2.346  C10 1.093
21 H 1.560 -1.077 2.333  C8 1.095
22 H -1.625 -2.438 1.847  C7 1.088

Summary:
* orbital gap (spin up / spin down): 2.329 / 7.925 eV
* relative energy (zero: lowest compared OMol25 entry of this formula, charge and spin): 0.844 eV
* ⟨S²⟩: 0.75
* 2S+1: 2
* total charge: -2
* E_HOMO (spin up / spin down): 3.93 / -1.71 eV

Charges per atom according to Löwdin partitioning, unit e: -0.1102 -0.0785 -0.1116 -0.3283 -0.7831 -0.0669 -0.2272 -0.1525 -0.2844 -0.2307 -0.0635 -0.0311 0.0380 0.0513 0.0637 0.0831 0.0241 0.0340 0.0845 0.0337 0.0577 -0.0023